1.
ORCA calculation (ωB97M-V/def2-TZVPD) on a structure of composition C52H48N6PS3SbTl.

Output
expectation value of S²: 0.79
DFT total energy: -4287.58645 hartree
frontier orbital gap (spin up / spin down): 0.2130 / 0.2073 Ha
highest occupied orbital energy (spin up / spin down): -5.92 / -5.94 eV

The geometry in ORCA input format:
```
! RIJCOSX wB97M-V def2-TZVPD def2/J DEFGRID3
* xyz 0 2
Tl -0.499 0.448 -0.451
C 3.696 -3.300 -2.005
N 3.060 -2.000 -1.850
C 1.903 -1.732 -1.183
N 1.643 -0.437 -1.233
C 2.643 0.162 -1.952
C 3.544 -0.812 -2.338
C 4.855 -0.679 -2.998
C 5.785 0.221 -2.480
C 7.020 0.377 -3.088
C 7.343 -0.365 -4.218
C 6.421 -1.260 -4.741
C 5.182 -1.416 -4.135
C 2.678 1.595 -2.284
C 3.100 2.009 -3.548
C 3.138 3.357 -3.864
C 2.752 4.305 -2.927
C 2.318 3.898 -1.675
C 2.282 2.553 -1.357
P 1.036 -3.011 -0.226
C -0.716 -2.843 -0.680
N -1.489 -1.814 -0.396
C -2.766 -2.138 -0.762
C -2.756 -3.405 -1.313
N -1.448 -3.835 -1.253
C -0.943 -5.133 -1.675
C -3.880 -4.239 -1.771
C -3.844 -4.926 -2.984
C -4.925 -5.695 -3.392
C -6.057 -5.782 -2.597
C -6.107 -5.092 -1.393
C -5.027 -4.330 -0.980
C -3.873 -1.176 -0.632
C -3.938 -0.344 0.481
C -4.935 0.614 0.584
C -5.881 0.741 -0.422
C -5.822 -0.087 -1.535
C -4.821 -1.037 -1.645
C 0.935 -2.122 1.359
N 0.563 -0.869 1.540
C 0.621 -0.622 2.886
C 1.012 -1.770 3.540
N 1.226 -2.712 2.555
C 1.659 -4.087 2.755
C 1.244 -1.993 4.975
C 1.974 -1.056 5.708
C 2.195 -1.237 7.063
C 1.693 -2.358 7.711
C 0.957 -3.290 6.994
C 0.729 -3.107 5.638
C 0.202 0.646 3.504
C -0.911 0.666 4.299
C -1.453 1.877 4.771
C -0.965 3.103 4.254
C 0.154 3.131 3.492
C 1.017 1.910 3.356
H 3.468 -3.928 -1.150
H 3.349 -3.801 -2.909
H 4.771 -3.164 -2.071
H 5.529 0.805 -1.604
H 7.734 1.082 -2.680
H 8.308 -0.241 -4.692
H 6.659 -1.830 -5.631
H 4.451 -2.091 -4.567
H 3.375 1.275 -4.294
H 3.447 3.665 -4.855
H 2.742 5.355 -3.189
H 1.979 4.631 -0.955
H 1.937 2.253 -0.378
H -1.730 -5.875 -1.576
H -0.611 -5.108 -2.713
H -0.103 -5.416 -1.046
H -2.985 -4.825 -3.636
H -4.884 -6.217 -4.340
H -6.902 -6.379 -2.918
H -6.991 -5.149 -0.771
H -5.066 -3.793 -0.041
H -3.208 -0.446 1.276
H -4.955 1.274 1.441
H -6.648 1.501 -0.350
H -6.544 0.024 -2.335
H -4.750 -1.652 -2.533
H 2.293 -4.142 3.635
H 0.806 -4.752 2.894
H 2.222 -4.421 1.889
H 2.369 -0.181 5.206
H 2.765 -0.501 7.616
H 1.861 -2.497 8.771
H 0.549 -4.161 7.492
H 0.117 -3.822 5.101
H -1.434 -0.264 4.503
H -2.331 1.862 5.404
H -1.539 4.008 4.413
H 0.475 4.043 3.002
H 1.664 1.930 4.258
S -0.946 4.235 -3.273
Sb -2.256 2.795 -2.132
S -1.188 2.606 0.333
S -1.292 0.537 -2.774
C 4.245 1.894 3.220
C 3.258 1.134 2.335
C 3.892 0.817 0.981
C 1.956 1.921 2.140
H 5.141 1.297 3.407
H 3.810 2.158 4.188
H 4.554 2.821 2.729
H 3.019 0.181 2.821
H 4.097 1.741 0.430
H 3.219 0.209 0.369
H 4.833 0.274 1.104
H 2.203 2.956 1.882
H 1.416 1.512 1.288
*
```

2.
ORCA calculation (ωB97M-V/def2-TZVPD) on a structure of composition C52H50AsCl2N6O5PRb.

Output
DFT total energy: -6237.99257 hartree
frontier orbital gap: 0.2026 Ha
highest occupied orbital energy: -3.78 eV

The geometry in ORCA input format:
```
! RIJCOSX wB97M-V def2-TZVPD def2/J DEFGRID3
* xyz -1 1
Rb 0.977 2.005 0.512
Cl 7.614 3.152 -2.151
C 6.005 2.482 -2.121
C 5.421 2.170 -0.898
C 4.130 1.664 -0.815
N 3.627 1.141 0.367
C 3.631 1.745 1.520
O 3.852 2.946 1.827
C 3.280 0.790 2.639
C 3.996 -0.406 2.729
C 3.741 -1.263 3.780
C 2.763 -0.913 4.703
C 2.100 0.287 4.525
N 2.350 1.137 3.529
C 3.352 1.537 -2.010
C 3.993 1.780 -3.233
C 5.295 2.253 -3.287
Cl 6.002 2.601 -4.843
N 2.009 1.386 -1.886
C 1.129 0.915 -2.750
O 1.199 0.011 -3.591
C -0.117 1.783 -2.603
C -0.366 2.693 -3.633
C -1.300 3.690 -3.436
C -1.965 3.757 -2.218
C -1.694 2.783 -1.277
N -0.810 1.805 -1.464
H 5.987 2.310 0.014
H 4.732 -0.624 1.969
H 4.288 -2.192 3.883
H 2.520 -1.556 5.539
H 1.323 0.593 5.222
H 3.443 1.629 -4.152
H 0.188 2.614 -4.559
H -1.484 4.425 -4.211
H -2.675 4.545 -2.005
H -2.207 2.779 -0.320
C -0.365 3.204 5.641
N -0.931 2.492 4.508
C -1.763 1.337 4.791
C -0.590 2.771 3.220
O -1.019 2.124 2.279
C 0.373 3.938 3.039
O 0.437 4.285 1.682
C 1.632 4.966 1.344
C 1.801 4.917 -0.177
O 0.865 4.606 -0.901
N 3.006 5.302 -0.649
C 4.155 5.609 0.199
C 3.278 5.167 -2.072
H -0.677 2.705 6.555
H -0.717 4.237 5.685
H 0.727 3.206 5.607
H -2.665 1.636 5.331
H -1.216 0.603 5.388
H -2.041 0.881 3.846
H 1.353 3.597 3.404
H 0.053 4.798 3.641
H 2.492 4.479 1.812
H 1.587 6.015 1.670
H 3.944 6.463 0.850
H 4.991 5.867 -0.447
H 4.436 4.747 0.804
H 2.367 4.853 -2.574
H 4.046 4.410 -2.235
H 3.619 6.122 -2.479
C -0.946 -1.466 -1.360
C -1.991 -2.477 -1.820
As -1.225 -3.610 -3.244
C -0.392 -4.891 -2.000
C 0.994 -5.010 -1.970
C 1.611 -5.887 -1.088
C 0.846 -6.657 -0.226
C -0.537 -6.532 -0.234
C -1.149 -5.654 -1.114
C -2.813 -4.720 -3.621
C -4.105 -4.420 -3.202
C -5.169 -5.254 -3.521
C -4.957 -6.402 -4.269
C -3.674 -6.710 -4.701
C -2.617 -5.872 -4.383
P -1.268 -0.511 0.212
C -3.003 0.056 0.033
C -3.606 0.329 -1.193
C -4.881 0.874 -1.253
C -5.573 1.169 -0.088
C -4.980 0.914 1.141
C -3.709 0.367 1.197
C -1.540 -2.042 1.241
C -2.754 -2.697 1.450
C -2.807 -3.899 2.143
C -1.645 -4.471 2.641
C -0.431 -3.827 2.450
C -0.383 -2.623 1.763
H -0.727 -0.756 -2.155
H -0.002 -1.980 -1.154
H -2.880 -1.977 -2.197
H -2.295 -3.133 -1.007
H 1.593 -4.405 -2.641
H 2.691 -5.970 -1.076
H 1.325 -7.353 0.452
H -1.141 -7.119 0.447
H -2.229 -5.565 -1.112
H -4.294 -3.532 -2.612
H -6.167 -5.006 -3.180
H -5.787 -7.052 -4.518
H -3.499 -7.603 -5.288
H -1.615 -6.116 -4.721
H -3.064 0.149 -2.111
H -5.331 1.079 -2.217
H -6.562 1.608 -0.138
H -5.508 1.147 2.058
H -3.243 0.179 2.157
H -3.671 -2.270 1.064
H -3.761 -4.395 2.280
H -1.687 -5.416 3.169
H 0.480 -4.264 2.840
H 0.570 -2.123 1.618
*
```

3.
ORCA calculation (ωB97M-V/def2-TZVPD) on a cluster of 8 separate species, C52H51F4N8O17S in total at a distorted geometry.

Output
expectation value of S²: 0.75
DFT total energy: -4525.85096 hartree
frontier orbital gap (spin up / spin down): 0.2764 / 0.2939 Ha
highest occupied orbital energy (spin up / spin down): -8.87 / -9.34 eV

The geometry in ORCA input format:
```
! RIJCOSX wB97M-V def2-TZVPD def2/J DEFGRID3
* xyz 0 2
C 4.695 3.714 1.784
C 3.826 2.586 0.916
C 3.272 3.433 -0.417
C 4.742 1.369 0.312
C 5.056 0.166 1.389
F 4.453 -1.077 0.855
S 6.929 -0.026 1.437
O 7.329 -0.747 0.093
O 7.707 1.313 1.450
C 7.575 -1.098 2.826
F 8.309 -2.330 2.351
F 6.559 -1.571 3.792
F 8.595 -0.261 3.562
C 4.363 0.506 2.831
C 2.868 1.158 2.768
C 2.571 1.857 4.258
C 1.734 -0.066 2.654
N 2.590 2.090 1.622
O 1.812 3.124 2.009
H 4.199 3.933 2.834
H 5.767 3.211 1.936
H 4.806 4.698 1.159
H 2.748 4.446 -0.063
H 4.192 3.793 -1.086
H 2.492 2.791 -1.010
H 4.166 0.907 -0.626
H 5.720 1.862 -0.150
H 5.119 1.136 3.505
H 4.252 -0.537 3.402
H 2.806 1.031 5.061
H 3.222 2.812 4.438
H 1.413 2.109 4.390
H 1.959 -0.805 1.772
H 1.672 -0.686 3.661
H 0.657 0.435 2.536
C 8.123 -2.820 -3.985
C 7.872 -1.860 -3.004
C 6.994 -0.806 -3.263
C 6.367 -0.725 -4.514
C 6.623 -1.683 -5.504
C 7.505 -2.731 -5.234
N 5.423 0.366 -4.785
O 5.237 1.204 -3.890
O 4.863 0.384 -5.890
H 8.804 -3.643 -3.776
H 8.359 -1.935 -2.034
H 6.809 -0.066 -2.488
H 6.146 -1.630 -6.481
H 7.708 -3.481 -5.995
C -3.520 3.642 6.329
C -4.440 3.245 5.358
C -4.025 2.462 4.280
C -2.681 2.076 4.185
C -1.753 2.480 5.154
C -2.179 3.266 6.227
N -2.243 1.232 3.067
O -3.090 0.911 2.220
O -1.054 0.884 3.037
H -3.849 4.248 7.172
H -5.483 3.544 5.444
H -4.755 2.160 3.531
H -0.706 2.193 5.091
H -1.467 3.582 6.986
C 11.556 1.826 -8.786
C 11.740 1.399 -7.470
C 11.171 0.200 -7.037
C 10.418 -0.569 -7.936
C 10.225 -0.138 -9.255
C 10.797 1.064 -9.676
N 9.838 -1.843 -7.495
O 10.016 -2.180 -6.315
O 9.208 -2.510 -8.328
H 12.006 2.759 -9.120
H 12.332 1.999 -6.782
H 11.324 -0.120 -6.009
H 9.639 -0.722 -9.962
H 10.655 1.406 -10.699
C -8.212 -3.000 2.873
C -7.162 -3.211 3.767
C -6.447 -2.124 4.276
C -6.798 -0.825 3.884
C -7.847 -0.611 2.981
C -8.553 -1.706 2.476
N -6.067 0.322 4.435
O -5.133 0.091 5.217
O -6.429 1.457 4.091
H -8.770 -3.850 2.483
H -6.901 -4.223 4.070
H -5.631 -2.305 4.972
H -8.127 0.391 2.664
H -9.371 -1.550 1.777
C 1.747 9.114 4.638
C 0.826 8.717 3.667
C 1.241 7.933 2.588
C 2.586 7.548 2.494
C 3.514 7.952 3.463
C 3.087 8.738 4.536
N 3.023 6.704 1.376
O 2.176 6.383 0.529
O 4.212 6.356 1.345
H 1.418 9.720 5.480
H -0.216 9.015 3.753
H 0.512 7.632 1.840
H 4.561 7.664 3.400
H 3.799 9.054 5.295
C -6.257 -8.579 0.370
C -6.508 -7.619 1.352
C -7.386 -6.565 1.092
C -8.013 -6.484 -0.159
C -7.757 -7.442 -1.149
C -6.875 -8.490 -0.878
N -8.957 -5.393 -0.429
O -9.142 -4.555 0.465
O -9.517 -5.374 -1.535
H -5.575 -9.402 0.579
H -6.021 -7.694 2.322
H -7.571 -5.825 1.868
H -8.234 -7.389 -2.126
H -6.672 -9.240 -1.639
C -11.882 -5.410 -3.576
C -12.133 -4.450 -2.595
C -13.011 -3.396 -2.855
C -13.639 -3.315 -4.105
C -13.383 -4.273 -5.095
C -12.501 -5.321 -4.825
N -14.582 -2.224 -4.376
O -14.768 -1.385 -3.481
O -15.143 -2.205 -5.481
H -11.201 -6.233 -3.367
H -11.646 -4.525 -1.625
H -13.196 -2.656 -2.079
H -13.859 -4.219 -6.072
H -12.298 -6.071 -5.586
*
```

4.
ORCA calculation (ωB97M-V/def2-TZVPD) on a structure of composition C52H51N5O9P2SY at a distorted geometry.

Output
DFT total energy: -4082.52478 hartree
frontier orbital gap (spin up / spin down): 0.2308 / 0.1677 Ha
highest occupied orbital energy (spin up / spin down): -4.49 / -3.24 eV

The geometry in ORCA input format:
```
! RIJCOSX wB97M-V def2-TZVPD def2/J DEFGRID3
* xyz -1 1
Y 0.981 0.172 1.163
N 1.704 -0.308 -1.166
C 3.137 -0.635 -1.244
C 3.947 0.033 -0.120
O 5.151 0.241 -0.290
N 3.222 0.272 0.971
C 3.893 0.837 2.124
C 3.049 0.629 3.387
O 3.549 0.650 4.496
O 1.769 0.449 3.164
H 1.538 0.623 -1.544
H 1.151 -0.967 -1.707
H 3.241 -1.716 -1.115
H 3.582 -0.372 -2.205
H 4.896 0.434 2.279
H 4.023 1.924 2.015
O -2.238 2.867 1.386
P -3.202 2.017 2.121
C -3.785 0.595 1.144
P -2.509 -0.602 0.620
O -1.269 -0.562 1.485
C -2.166 -0.264 -1.108
C -1.909 -1.312 -1.999
C -1.523 -1.016 -3.297
C -1.399 0.306 -3.707
C -1.646 1.346 -2.822
C -2.022 1.063 -1.517
C -3.270 -2.221 0.735
C -4.344 -2.583 -0.076
C -4.872 -3.859 0.010
C -4.328 -4.773 0.903
C -3.266 -4.412 1.717
C -2.734 -3.134 1.636
C -4.723 2.925 2.502
C -4.672 4.309 2.373
C -5.790 5.079 2.659
C -6.966 4.471 3.071
C -7.028 3.090 3.195
C -5.911 2.320 2.911
C -2.567 1.345 3.661
C -3.311 0.471 4.453
C -2.753 -0.067 5.599
C -1.451 0.264 5.958
C -0.707 1.131 5.174
C -1.267 1.673 4.025
H -4.281 1.001 0.259
H -4.530 0.032 1.712
H -1.971 -2.354 -1.699
H -1.312 -1.828 -3.982
H -1.099 0.528 -4.724
H -1.533 2.377 -3.132
H -2.164 1.880 -0.817
H -4.745 -1.882 -0.800
H -5.690 -4.150 -0.635
H -4.724 -5.780 0.949
H -2.832 -5.133 2.396
H -1.886 -2.849 2.245
H -3.750 4.770 2.039
H -5.739 6.155 2.556
H -7.838 5.073 3.292
H -7.946 2.612 3.511
H -5.978 1.244 3.010
H -4.325 0.197 4.184
H -3.329 -0.752 6.209
H -1.009 -0.170 6.845
H 0.321 1.354 5.418
H -0.685 2.337 3.395
C 0.757 2.222 0.017
C 0.840 3.204 -0.723
C 0.937 4.290 -1.591
C -0.332 4.840 -2.088
C -1.465 4.812 -1.262
C -2.693 5.243 -1.735
C -2.824 5.708 -3.038
C -1.709 5.745 -3.864
C -0.475 5.321 -3.395
C 2.243 4.785 -1.986
C 3.383 3.993 -1.756
C 4.642 4.438 -2.111
C 4.804 5.687 -2.700
C 3.692 6.488 -2.918
C 2.426 6.048 -2.567
H -1.376 4.429 -0.253
H -3.555 5.206 -1.079
H -3.787 6.039 -3.407
H -1.800 6.095 -4.885
H 0.383 5.327 -4.057
H 3.266 3.022 -1.290
H 5.496 3.799 -1.924
H 5.791 6.036 -2.979
H 3.808 7.471 -3.358
H 1.578 6.702 -2.720
C 6.655 -6.960 -3.504
C 5.409 -6.134 -3.224
S 4.940 -6.294 -1.512
O 4.522 -7.656 -1.286
O 6.004 -5.748 -0.704
C 3.528 -5.230 -1.374
C 2.886 -5.385 0.004
N 1.939 -4.312 0.239
C 2.185 -3.209 1.019
N 1.202 -2.340 0.929
C 0.295 -2.865 0.036
C 0.736 -4.078 -0.418
N 0.141 -4.889 -1.349
O -0.933 -4.436 -1.893
O 0.675 -6.018 -1.650
C 3.399 -3.041 1.862
H 6.941 -6.844 -4.549
H 6.468 -8.016 -3.312
H 7.483 -6.632 -2.878
H 4.555 -6.468 -3.814
H 5.577 -5.072 -3.410
H 2.785 -5.504 -2.127
H 3.884 -4.209 -1.526
H 3.639 -5.334 0.790
H 2.373 -6.340 0.052
H -0.608 -2.372 -0.245
H 3.520 -3.874 2.557
H 3.294 -2.123 2.436
H 4.311 -2.964 1.265
*
```